No. 1
{"formula": "C39H36BrCl2CsF3GeN5O4S", "method": "ωB97M-V/def2-TZVPD", "energy_ev": -227812.6213, "spin_multiplicity": 1, "homo_lumo_gap_ha": 0.1957, "total_charge": -2, "e_lumo_ha": 0.127, "relative_energy_kj_mol": 88.7, "homo_ev": -1.9, "symbols": ["Cs", "Cl", "C", "C", "C", "N", "C", "O", "C", "C", "C", "C", "C", "N", "C", "C", "C", "Cl", "N", "C", "O", "C", "C", "C", "C", "C", "N", "H", "H", "H", "H", "H", "H", "H", "H", "H", "H", "F", "C", "F", "F", "C", "C", "C", "C", "N", "C", "S", "H", "H", "H", "Br", "C", "C", "C", "C", "C", "C", "C", "O", "O", "H", "H", "H", "H", "C", "C", "C", "C", "Ge", "C", "C", "C", "C", "H", "H", "H", "H", "H", "H", "H", "H", "H", "H", "H", "H", "H", "H", "H", "H", "H", "H", "H"], "xyz": [[-0.37, 1.06, 0.53], [0.11, -3.24, 7.02], [0.50, -2.58, 5.44], [-0.47, -1.86, 4.76], [-0.25, -1.31, 3.49], [-1.19, -0.60, 2.76], [-2.36, -0.27, 3.28], [-2.82, -0.44, 4.44], [-3.30, 0.50, 2.36], [-4.20, 1.37, 2.98], [-5.07, 2.11, 2.20], [-5.05, 1.95, 0.82], [-4.14, 1.05, 0.30], [-3.28, 0.34, 1.03], [1.05, -1.47, 2.93], [1.99, -2.23, 3.62], [1.74, -2.78, 4.87], [3.01, -3.69, 5.66], [1.37, -0.95, 1.67], [2.42, -0.20, 1.49], [2.83, 0.22, 0.38], [3.19, 0.36, 2.69], [4.57, 0.18, 2.78], [5.25, 0.73, 3.85], [4.53, 1.47, 4.79], [3.17, 1.62, 4.59], [2.50, 1.08, 3.58], [-1.43, -1.72, 5.22], [-4.18, 1.43, 4.06], [-5.76, 2.81, 2.66], [-5.70, 2.51, 0.17], [-4.09, 0.91, -0.78], [2.96, -2.40, 3.16], [5.07, -0.38, 2.01], [6.31, 0.58, 3.96], [5.02, 1.91, 5.65], [2.58, 2.20, 5.29], [1.58, -3.47, -4.42], [0.68, -2.65, -4.97], [0.06, -3.37, -5.94], [1.35, -1.68, -5.61], [-0.33, -2.11, -3.98], [-1.66, -2.43, -4.15], [-2.61, -1.89, -3.30], [-2.16, -1.01, -2.32], [-0.89, -0.70, -2.15], [0.04, -1.25, -2.93], [1.73, -0.98, -2.51], [-1.96, -3.09, -4.95], [-3.66, -2.12, -3.39], [-2.86, -0.53, -1.64], [-6.51, 5.73, -1.35], [-5.27, 4.52, -2.14], [-5.63, 3.86, -3.30], [-4.73, 2.97, -3.86], [-3.49, 2.75, -3.27], [-3.15, 3.43, -2.10], [-4.04, 4.32, -1.53], [-1.80, 3.15, -1.43], [-1.62, 3.65, -0.30], [-1.01, 2.42, -2.08], [-6.60, 4.03, -3.75], [-5.00, 2.44, -4.77], [-2.77, 2.06, -3.69], [-3.77, 4.81, -0.61], [0.48, 5.81, -2.51], [1.29, 4.54, -2.74], [1.63, 3.83, -1.44], [2.54, 2.61, -1.59], [2.32, 1.18, -2.92], [1.62, 1.63, -4.70], [0.11, 1.61, -4.90], [-0.31, 2.01, -6.31], [-1.82, 1.97, -6.50], [0.20, 6.29, -3.44], [1.05, 6.53, -1.91], [-0.43, 5.58, -1.95], [2.21, 4.77, -3.29], [0.71, 3.86, -3.37], [0.70, 3.58, -0.93], [2.16, 4.54, -0.79], [2.71, 2.09, -0.65], [3.53, 2.95, -1.93], [3.80, 0.78, -3.15], [2.10, 0.93, -5.38], [2.01, 2.63, -4.94], [-0.38, 2.25, -4.16], [-0.27, 0.60, -4.70], [0.18, 1.34, -7.03], [0.07, 3.01, -6.52], [-2.21, 0.97, -6.28], [-2.10, 2.22, -7.53], [-2.31, 2.68, -5.84]]}

No. 2
{"formula": "C39H37BN7O3SSn", "method": "ωB97M-V/def2-TZVPD", "energy_ev": -74960.0101, "spin_multiplicity": 1, "homo_lumo_gap_ha": 0.3125, "total_charge": 1, "e_lumo_ha": -0.079, "relative_energy_kj_mol": 30.3, "homo_ev": -10.7, "symbols": ["Sn", "C", "C", "C", "C", "N", "N", "B", "N", "N", "C", "C", "C", "C", "C", "C", "C", "C", "C", "C", "N", "N", "C", "C", "C", "C", "C", "C", "C", "C", "C", "C", "C", "C", "C", "C", "C", "C", "H", "H", "H", "H", "H", "H", "H", "H", "H", "H", "H", "H", "H", "H", "H", "H", "H", "H", "H", "H", "H", "H", "H", "H", "H", "H", "H", "H", "O", "C", "O", "C", "C", "C", "C", "C", "C", "S", "H", "H", "H", "H", "C", "C", "N", "O", "H", "H", "H", "H", "H"], "xyz": [[0.21, -0.09, 0.18], [5.05, -3.23, 0.75], [4.17, -2.05, 0.96], [4.38, -0.98, 1.82], [3.27, -0.16, 1.65], [2.44, -0.72, 0.76], [3.00, -1.86, 0.34], [2.30, -2.71, -0.73], [0.98, -3.26, -0.15], [0.02, -2.44, 0.30], [-1.01, -3.19, 0.72], [-0.69, -4.53, 0.53], [0.58, -4.54, -0.02], [1.38, -5.72, -0.42], [-2.25, -2.62, 1.25], [-3.47, -3.19, 0.91], [-4.65, -2.67, 1.42], [-4.61, -1.58, 2.28], [-3.40, -1.02, 2.64], [-2.22, -1.54, 2.13], [2.01, -1.83, -1.97], [1.31, -0.67, -1.93], [1.31, -0.15, -3.17], [2.01, -1.02, -4.02], [2.44, -2.06, -3.22], [3.28, -3.21, -3.65], [0.73, 1.12, -3.60], [1.09, 1.64, -4.85], [0.53, 2.82, -5.31], [-0.40, 3.50, -4.54], [-0.75, 3.00, -3.30], [-0.19, 1.83, -2.83], [2.88, 1.11, 2.27], [2.33, 2.11, 1.48], [1.86, 3.28, 2.05], [1.91, 3.44, 3.43], [2.48, 2.45, 4.22], [2.98, 1.30, 3.64], [5.92, -3.16, 1.40], [4.53, -4.16, 0.97], [5.40, -3.28, -0.29], [5.22, -0.81, 2.46], [2.99, -3.61, -1.04], [-1.29, -5.38, 0.79], [0.82, -6.63, -0.18], [1.57, -5.71, -1.49], [2.33, -5.75, 0.10], [-3.50, -4.04, 0.23], [-5.59, -3.11, 1.15], [-5.53, -1.18, 2.68], [-3.36, -0.19, 3.33], [-1.27, -1.14, 2.45], [2.16, -0.93, -5.07], [3.50, -3.11, -4.71], [4.22, -3.21, -3.10], [2.78, -4.16, -3.48], [1.81, 1.13, -5.46], [0.81, 3.20, -6.27], [-0.86, 4.41, -4.91], [-1.49, 3.52, -2.70], [-0.49, 1.45, -1.87], [2.31, 1.99, 0.39], [1.45, 4.06, 1.43], [1.52, 4.33, 3.88], [2.52, 2.59, 5.29], [3.44, 0.54, 4.26], [-0.91, 1.54, 2.49], [-1.32, 2.52, 1.92], [-1.23, 2.54, 0.55], [-1.91, 3.76, 2.39], [-2.17, 4.14, 3.71], [-2.75, 5.37, 3.94], [-3.05, 6.23, 2.88], [-2.80, 5.87, 1.57], [-2.23, 4.62, 1.34], [-1.82, 3.90, -0.18], [-1.91, 3.47, 4.51], [-2.98, 5.68, 4.94], [-3.48, 7.20, 3.08], [-3.02, 6.52, 0.75], [-4.36, 0.67, -1.44], [-3.18, -0.26, -1.57], [-3.31, -1.29, -2.42], [-2.15, -0.08, -0.95], [-5.30, 0.14, -1.52], [-4.32, 1.41, -2.24], [-4.31, 1.19, -0.49], [-4.15, -1.44, -2.96], [-2.53, -1.91, -2.55]]}

No. 3
{"formula": "C39H37BrF4HgN6O4PS", "method": "ωB97M-V/def2-TZVPD", "energy_ev": -163386.6476, "spin_multiplicity": 2, "homo_lumo_gap_ha": [0.1304, 0.2180], "total_charge": -2, "e_lumo_ha": [0.152, 0.152], "s2": 0.77, "homo_ev": [0.6, -1.8], "symbols": ["Hg", "C", "C", "N", "C", "S", "N", "N", "C", "C", "C", "C", "C", "C", "C", "N", "H", "H", "H", "H", "H", "H", "H", "H", "H", "H", "H", "H", "H", "F", "C", "C", "F", "C", "F", "C", "P", "C", "C", "C", "C", "C", "C", "C", "C", "C", "C", "C", "C", "C", "Br", "C", "F", "H", "H", "H", "H", "H", "H", "H", "H", "H", "H", "N", "N", "C", "O", "O", "H", "H", "H", "C", "C", "C", "C", "C", "C", "C", "C", "C", "C", "O", "O", "H", "H", "H", "H", "H", "H", "H", "H", "H", "H", "H"], "xyz": [[-0.24, -0.20, -0.85], [-5.01, -2.79, -2.75], [-5.27, -1.44, -2.09], [-4.37, -0.43, -2.61], [-3.14, -0.18, -2.03], [-2.32, -1.51, -1.30], [-2.75, 1.05, -2.14], [-1.51, 1.41, -1.76], [-1.24, 2.70, -1.73], [-2.30, 3.72, -2.01], [0.10, 3.11, -1.47], [0.45, 4.46, -1.27], [1.76, 4.81, -1.10], [2.74, 3.80, -1.15], [2.32, 2.50, -1.33], [1.06, 2.14, -1.47], [-5.76, -3.52, -2.43], [-4.02, -3.13, -2.45], [-5.04, -2.71, -3.83], [-5.14, -1.54, -1.01], [-6.29, -1.12, -2.30], [-4.81, 0.44, -2.89], [-3.22, 3.19, -2.26], [-2.02, 4.36, -2.85], [-2.48, 4.35, -1.14], [-0.32, 5.22, -1.25], [2.05, 5.84, -0.93], [3.79, 4.03, -1.05], [3.04, 1.69, -1.36], [-2.62, -6.12, 3.68], [-2.22, -4.87, 3.33], [-2.77, -3.75, 3.96], [-3.70, -3.92, 4.94], [-2.37, -2.49, 3.57], [-2.91, -1.44, 4.23], [-1.45, -2.26, 2.55], [-0.96, -0.53, 1.90], [-0.31, -0.12, 3.57], [-0.91, 0.76, 4.46], [-0.32, 1.03, 5.68], [0.87, 0.42, 6.02], [1.47, -0.47, 5.15], [0.88, -0.74, 3.93], [-2.66, 0.15, 1.86], [-2.89, 1.51, 2.00], [-4.18, 2.02, 1.94], [-5.25, 1.18, 1.73], [-5.03, -0.17, 1.53], [-3.74, -0.68, 1.58], [-0.85, -3.41, 2.00], [0.63, -3.26, 0.82], [-1.24, -4.69, 2.36], [-0.68, -5.77, 1.79], [-1.85, 1.23, 4.20], [-0.80, 1.72, 6.36], [1.34, 0.64, 6.97], [2.40, -0.95, 5.42], [1.35, -1.43, 3.24], [-2.07, 2.20, 2.11], [-4.34, 3.08, 2.08], [-6.26, 1.57, 1.69], [-5.86, -0.84, 1.33], [-3.60, -1.74, 1.39], [2.63, 1.43, 1.53], [1.77, 2.49, 1.92], [0.39, 2.42, 1.76], [-0.26, 3.42, 2.02], [-0.05, 1.27, 1.38], [2.49, 0.66, 2.19], [2.32, 1.05, 0.63], [2.18, 3.40, 1.77], [7.31, -1.13, -4.41], [5.95, -1.11, -3.77], [4.86, -0.57, -4.44], [3.60, -0.53, -3.86], [2.46, 0.09, -4.60], [3.42, -1.07, -2.59], [4.51, -1.60, -1.89], [4.35, -2.12, -0.50], [5.75, -1.62, -2.50], [2.05, -1.01, -1.95], [1.06, -1.31, -2.63], [1.99, -0.64, -0.75], [7.25, -0.98, -5.48], [7.82, -2.08, -4.22], [7.94, -0.34, -3.99], [5.00, -0.15, -5.43], [2.79, 0.49, -5.57], [2.02, 0.90, -4.01], [1.67, -0.64, -4.76], [3.52, -2.81, -0.44], [4.13, -1.29, 0.17], [5.27, -2.62, -0.17], [6.59, -2.04, -1.96]]}